Entry 1:
# C30H24IInN7O8S

C30H24IInN7O8S as an isolated structure (ωB97M-V/def2-TZVPD, OMol25).

CARTESIAN COORDINATES (ANGSTROEM)
In  1.4338  0.8703  -0.2072
C  5.1109  -1.3538  -1.4486
C  4.6791  -1.5759  -0.0301
N  5.1106  -2.6348  0.6116
C  4.7157  -2.8456  1.8873
C  3.8544  -2.0254  2.5626
C  3.4352  -2.3936  3.9664
O  3.6644  -1.3650  4.9270
C  3.3567  -0.8796  1.8878
C  2.4592  0.0189  2.5879
N  1.8214  0.9743  2.0083
C  0.9974  1.8840  2.7166
C  0.2286  1.5383  3.8228
C  -0.6000  2.4734  4.4194
C  -0.6769  3.7678  3.9200
C  0.0712  4.1298  2.8081
C  0.8885  3.1801  2.2239
I  1.9969  3.6933  0.5061
C  3.7992  -0.6268  0.5740
O  3.4714  0.4433  -0.1288
H  5.6428  -2.2328  -1.8037
H  5.7659  -0.4830  -1.5218
H  4.2474  -1.1546  -2.0848
H  5.1206  -3.7292  2.3703
H  3.9478  -3.3130  4.2523
H  2.3647  -2.6002  4.0024
H  4.6115  -1.2890  5.0822
H  2.3684  -0.1079  3.6646
H  0.2712  0.5219  4.1954
H  -1.2059  2.1857  5.2690
H  -1.3223  4.5002  4.3886
H  0.0168  5.1342  2.4106
C  -0.1575  -4.2483  -1.5181
N  -0.4187  -3.0157  -2.2603
C  -1.1775  -2.9261  -3.4116
C  -1.2099  -1.6412  -3.7705
N  -0.4674  -0.9212  -2.8178
C  0.0267  -1.8013  -1.8921
S  1.0106  -1.6365  -0.5149
C  -0.2977  0.4913  -2.9617
C  -1.2615  1.1863  -3.6735
C  -1.0335  2.5118  -3.9940
C  0.1557  3.1048  -3.6158
C  1.0228  2.3634  -2.8474
N  0.8044  1.0819  -2.4924
H  -0.5430  -5.0794  -2.0996
H  -0.6581  -4.2126  -0.5533
H  0.9125  -4.3665  -1.3660
H  -1.6223  -3.7883  -3.8770
H  -1.6460  -1.1763  -4.6342
H  -2.1809  0.7041  -3.9688
H  -1.7838  3.0743  -4.5346
H  0.3906  4.1291  -3.8674
H  1.9498  2.7925  -2.4925
O  -1.2704  2.7634  -0.8275
C  -1.4798  1.7177  -0.2342
O  -0.5859  1.0048  0.3880
C  -2.8447  1.0872  -0.2712
C  -3.9767  1.8717  -0.4282
C  -5.2096  1.2536  -0.4880
C  -5.3655  -0.1153  -0.4246
C  -4.2148  -0.8642  -0.2970
C  -2.9616  -0.2929  -0.1979
N  -4.3271  -2.3366  -0.2696
O  -5.4047  -2.8142  -0.0053
O  -3.3192  -2.9763  -0.5233
N  -6.4220  2.0935  -0.6442
O  -7.4871  1.5214  -0.7233
O  -6.2590  3.2941  -0.6909
H  -3.9039  2.9472  -0.5097
H  -6.3423  -0.5738  -0.4750
H  -2.0877  -0.9126  -0.0548

Properties
Multiplicity ... 1
Kohn-Sham gap ... 0.2697 Eh
Total charge ... +1
E_HOMO ... -10.82 eV

=====

Entry 2:
# C5H8CsO3

C5H8CsO3 as an isolated structure (ωB97M-V/def2-TZVPD, OMol25).

CARTESIAN COORDINATES (ANGSTROEM)
O  -0.1998  -1.2507  0.8938
C  0.1949  0.2283  -0.3196
C  -1.2712  0.4082  -0.6214
O  -1.8921  -0.8727  -0.5343
C  -1.3768  -1.6689  0.5244
O  -1.6955  -2.8874  0.3508
Cs  -4.0471  -4.4331  -2.3787
C  0.9098  1.3255  0.4149
C  2.3653  1.0010  0.7313
H  0.7645  -0.2255  -1.1430
H  -1.4535  0.7742  -1.6408
H  -1.7351  1.0614  0.1331
H  0.8641  2.2527  -0.1856
H  0.3503  1.5392  1.3409
H  2.8613  1.8512  1.2189
H  2.9224  0.7634  -0.1871
H  2.4383  0.1332  1.4025

Properties
Multiplicity ... 2
Kohn-Sham gap (alpha / beta) ... 0.0831 / 0.2402 Eh
⟨S²⟩ ... 0.759
E_HOMO (alpha / beta) ... -3.50 / -7.86 eV

=====

Values for calculated total energy, eV, ordered as above
-82411.1629, -12001.3148
Values for max |F|, eV/A, ordered as above
0.504, 6.074
Values for energy relative to the best compared isomer or geometry (same formula, charge and spin), kcal/mol, ordered as above
11.5, 23.2